Computed, not measured: C3H5NO in the gas phase in a non-equilibrium geometry, with wB97M-V/def2-TZVPD.

Each line ends with the natural charge from an NBO analysis.
CARTESIAN COORDINATES (ANGSTROEM)
N (-1.870, -1.173, -0.347)  -0.38
C (-1.230, -0.210, -0.446)  0.34
C (-0.267, 0.873, -0.221)  -0.53
C (0.874, 0.010, 0.390)  -0.05
O (0.745, -1.268, -0.208)  -0.74
H (-0.743, 1.618, 0.429)  0.25
H (0.050, 1.355, -1.151)  0.25
H (0.795, -0.020, 1.488)  0.17
H (1.857, 0.445, 0.149)  0.20
H (-0.210, -1.630, -0.083)  0.49

2S+1: 1
Energy relative to the best compared isomer or geometry (same formula, charge and spin), eV: 1.421
LUMO level, eV: 0.824
HOMO energy, eV: -10.50